No. 1
This record from OMol25 describes C7H11N2P in the gas phase. The level of theory is the ωB97M-V functional and the def2-TZVPD basis.

The geometry in XYZ format:
```
21
Properties=species:S:1:pos:R:3
P -0.432 1.043 -0.849
N -1.421 -1.464 -0.606
N -2.414 -0.972 -0.105
C -1.499 -0.235 2.009
C 0.528 0.230 0.499
C 2.056 0.301 0.509
C 0.588 0.887 -2.416
C -0.353 -1.863 -0.912
C -0.076 -0.221 1.625
C -2.495 -0.466 1.165
H 2.121 1.372 0.838
H 0.452 0.006 -3.105
H -3.514 -0.436 1.708
H 0.158 2.237 -0.464
H 2.440 -0.275 1.390
H 2.634 0.228 -0.327
H 0.367 1.895 -2.885
H 0.432 -2.383 -1.374
H 0.699 -0.566 2.248
H -1.873 -0.148 3.026
H 1.601 0.828 -1.973
```

Values from the calculation:
LUMO energy (eV): 0.81
Calculated total energy (eV): -19700.1712
Kohn-Sham gap (hartree): 0.313
Largest force on an atom (eV Å⁻¹): 5.00
Relative energy (zero: lowest compared OMol25 entry of this formula, charge and spin) (kJ/mol): 542.61
2S+1: 1

No. 2
This record from OMol25 describes C7H11N3O in the gas phase. The level of theory is the ωB97M-V functional and the def2-TZVPD basis.

The geometry in XYZ format:
```
22
Properties=species:S:1:pos:R:3
O 1.060 -0.606 0.745
N -0.011 -1.442 -3.309
N 0.755 0.774 0.929
N -0.377 -0.898 -1.166
C -1.284 -0.383 1.202
C -0.625 0.240 -1.933
C -0.273 -1.124 0.242
C -0.429 0.775 1.743
C 1.838 1.463 1.592
C -0.365 -0.122 -3.226
C -0.102 -1.867 -2.088
H 2.736 1.912 1.061
H -0.943 1.774 1.418
H -0.410 0.675 2.885
H 1.487 2.471 1.894
H -0.515 1.300 -1.602
H -0.560 0.522 -4.009
H -0.282 -2.132 0.475
H 2.159 0.836 2.407
H -2.282 -0.097 0.556
H -1.622 -1.114 2.011
H 0.046 -2.957 -1.825
```

Values from the calculation:
LUMO energy (eV): 0.85
SMILES string: CN1CC[C@@H](n2ccnc2)O1
Calculated total energy (eV): -13951.7146
Kohn-Sham gap (hartree): 0.351
Largest force on an atom (eV Å⁻¹): 3.72
Relative energy (zero: lowest compared OMol25 entry of this formula, charge and spin) (kJ/mol): 372.05
2S+1: 1

No. 3
This record from OMol25 describes a gas-phase ion, C7H11N4O3 (charge +1). The level of theory is the ωB97M-V functional and the def2-TZVPD basis.

The geometry in XYZ format:
```
25
Properties=species:S:1:pos:R:3
O -2.944 0.883 1.342
O -3.055 -1.611 0.142
O 1.766 -1.811 0.868
N -1.329 -2.374 -0.951
N 3.849 -1.211 -0.042
N -1.608 2.383 0.370
N 1.218 1.256 0.000
C -1.116 -0.170 0.010
C 0.667 2.332 -0.522
C -1.959 -1.438 -0.228
C -1.916 1.099 0.534
C 1.957 0.275 0.010
C -0.524 2.933 -0.251
C 2.552 -0.909 0.194
H -0.289 -2.580 -1.073
H -0.292 -0.533 0.771
H -2.304 3.013 0.835
H 2.228 -2.608 1.116
H -0.701 4.071 -0.521
H 1.508 2.988 -0.908
H 4.124 -2.060 0.295
H -1.906 -3.152 -1.140
H -3.391 0.035 1.144
H -0.615 0.078 -1.038
H 4.079 -0.888 -0.960
```

Values from the calculation:
LUMO energy (eV): -3.62
Charge: +1
Calculated total energy (eV): -19530.2375
Kohn-Sham gap (hartree): 0.253
Largest force on an atom (eV Å⁻¹): 4.66
Relative energy (zero: lowest compared OMol25 entry of this formula, charge and spin) (kJ/mol): 0.00
2S+1: 1

No. 4
This record from OMol25 describes 2 unconnected molecules or ions with the total composition C7H11N5O3. The level of theory is the ωB97M-V functional and the def2-TZVPD basis.

The geometry in XYZ format:
```
26
Properties=species:S:1:pos:R:3
O 1.473 -3.378 -1.510
O -1.439 2.169 1.441
O 0.154 -4.538 -0.342
N -0.569 -0.127 0.249
N -2.365 2.631 0.468
N -3.910 -0.099 0.378
N -1.359 -2.260 0.125
N 0.565 -3.470 -0.685
C 3.789 1.063 -0.345
C -1.623 -0.948 0.375
C 2.218 0.809 -0.205
C 0.422 -0.888 -0.138
C -0.111 -2.303 -0.203
C 1.744 -0.584 -0.326
C -2.894 -0.692 0.914
H -4.718 0.071 0.905
H -0.910 1.479 0.901
H -3.232 2.930 0.911
H -1.919 3.292 -0.236
H -3.964 0.277 -0.615
H 4.111 1.506 -1.305
H 4.180 1.699 0.364
H 2.379 -1.290 -0.866
H 1.589 1.367 -0.747
H 4.449 0.061 -0.291
H 1.941 1.224 0.782
```

Values from the calculation:
LUMO energy (eV): -1.62
Calculated total energy (eV): -21021.5045
Kohn-Sham gap (hartree): 0.241
Largest force on an atom (eV Å⁻¹): 5.14
Relative energy (zero: lowest compared OMol25 entry of this formula, charge and spin) (kJ/mol): 599.31
2S+1: 1

No. 5
This record from OMol25 describes a molecular structure, C7H11NNiP. The level of theory is the ωB97M-V functional and the def2-TZVPD basis.

The geometry in XYZ format:
```
21
Properties=species:S:1:pos:R:3
Ni 0.422 0.709 0.034
P 0.374 -1.650 1.839
N -1.459 0.660 0.284
C 1.211 1.044 -1.627
C -2.628 0.656 0.177
C 0.836 -1.095 0.177
C 2.240 0.753 -0.668
C 2.100 -0.392 0.101
C 0.211 0.074 -1.734
C -4.044 0.953 0.089
H 2.901 -0.695 0.778
H -0.597 0.232 -2.452
H 0.129 -0.376 2.423
H -0.849 -2.353 2.010
H 1.283 1.923 -2.257
H 1.491 -2.252 2.487
H 0.607 -1.804 -0.628
H -4.369 1.462 1.008
H 3.151 1.347 -0.614
H -4.242 1.610 -0.776
H -4.642 0.042 -0.039
```

Values from the calculation:
LUMO energy (spin up / spin down) (eV): 3.44 / 3.37
Charge: -1
Calculated total energy (eV): -59249.4048
Kohn-Sham gap (spin up / spin down) (hartree): 0.107 / 0.191
Largest force on an atom (eV Å⁻¹): 3.92
Relative energy (zero: lowest compared OMol25 entry of this formula, charge and spin) (kJ/mol): 160.55
2S+1: 3

No. 6
This record from OMol25 describes 2 unconnected molecules or ions with the total composition C7H11NO. The level of theory is the ωB97M-V functional and the def2-TZVPD basis.

The geometry in XYZ format:
```
20
Properties=species:S:1:pos:R:3
O 2.690 2.355 -0.840
N -1.173 1.157 1.135
C 0.213 -0.525 1.772
C 1.134 -2.033 -1.193
C -0.300 -0.811 0.465
C -0.388 0.668 2.213
C -1.177 0.234 0.064
C 0.148 -2.029 -0.275
C -1.907 0.386 -1.213
H -2.424 1.377 -1.367
H 1.533 -1.128 -1.569
H 2.205 1.559 -0.949
H -1.064 0.651 -1.884
H 1.456 -2.909 -1.750
H 2.727 2.419 0.124
H -1.462 2.056 1.135
H -2.419 -0.616 -1.398
H -0.389 -2.944 0.039
H -0.239 1.227 3.110
H 0.836 -1.091 2.381
```

Values from the calculation:
LUMO energy (eV): 0.79
SMILES string: C=Cc1cc[nH]c1C.O
Calculated total energy (eV): -10973.2233
Kohn-Sham gap (hartree): 0.321
Largest force on an atom (eV Å⁻¹): 5.35
Relative energy (zero: lowest compared OMol25 entry of this formula, charge and spin) (kJ/mol): 198.06
2S+1: 1

No. 7
This record from OMol25 describes C7H11NO in the gas phase. The level of theory is the ωB97M-V functional and the def2-TZVPD basis.

The geometry in XYZ format:
```
20
Properties=species:S:1:pos:R:3
O -0.891 1.815 1.849
N 1.510 0.504 -0.524
C -0.834 1.241 0.524
C 0.569 -0.645 -0.770
C 1.468 0.258 0.860
C -0.888 -0.275 -1.558
C 0.821 -1.220 0.590
C -1.781 0.451 -0.417
C 0.003 0.615 1.508
H 1.483 -2.088 0.723
H -0.886 0.597 -2.328
H -2.482 1.201 -0.911
H -1.237 -1.247 -1.776
H 2.294 0.169 1.449
H 1.305 -1.365 -1.450
H -0.371 -0.245 2.026
H -0.172 1.929 -0.228
H -0.002 -1.472 1.434
H 2.298 0.312 -1.093
H -2.207 -0.535 0.091
```

Values from the calculation:
LUMO energy (eV): 0.81
SMILES string: C1C[C@H]2O[C@@H]2[C@H]2C[C@@H]1N2
Calculated total energy (eV): -10967.6428
Kohn-Sham gap (hartree): 0.344
Largest force on an atom (eV Å⁻¹): 5.97
Relative energy (zero: lowest compared OMol25 entry of this formula, charge and spin) (kJ/mol): 736.50
2S+1: 1

No. 8
This record from OMol25 describes 2 unconnected molecules or ions with the total composition C7H11NO. The level of theory is the ωB97M-V functional and the def2-TZVPD basis.

The geometry in XYZ format:
```
20
Properties=species:S:1:pos:R:3
O -1.437 -0.254 -1.324
N -0.294 0.564 -1.464
C 2.114 -1.636 -0.612
C 0.043 1.001 -0.206
C -3.100 -0.880 0.272
C 1.027 2.095 -0.084
C 2.022 -0.922 0.471
C -1.825 -0.205 0.070
C -0.917 0.620 0.707
H -2.909 -1.441 1.112
H -3.423 -1.467 -0.599
H 1.484 -1.493 -1.420
H 0.821 2.612 0.921
H 2.669 -0.932 1.395
H 2.945 -2.481 -0.822
H -3.892 -0.132 0.501
H 2.018 1.710 -0.155
H 0.988 2.719 -0.872
H -1.098 0.752 1.762
H 0.441 -0.055 -2.056
```

Values from the calculation:
LUMO energy (spin up / spin down) (eV): 0.02 / 0.78
Calculated total energy (eV): -10967.7126
Kohn-Sham gap (spin up / spin down) (hartree): 0.210 / 0.313
Largest force on an atom (eV Å⁻¹): 4.38
Relative energy (zero: lowest compared OMol25 entry of this formula, charge and spin) (kJ/mol): 729.77
2S+1: 1

No. 9
This record from OMol25 describes a molecular structure, C7H11NO. The level of theory is the ωB97M-V functional and the def2-TZVPD basis.

The geometry in XYZ format:
```
20
Properties=species:S:1:pos:R:3
O 1.673 -2.085 -0.576
N -0.546 -0.597 -1.742
C 1.186 -1.252 1.609
C -0.053 -0.405 -0.414
C 1.356 2.313 -0.188
C -0.807 0.592 0.431
C 0.537 1.443 -0.069
C 0.879 -1.244 0.155
C -2.082 1.200 -0.104
H 1.477 -1.997 -1.518
H -2.942 0.624 0.246
H 1.916 -2.032 1.826
H 2.021 3.131 -0.172
H -1.490 -0.960 -1.768
H 0.253 -1.400 2.178
H -2.150 1.269 -1.190
H -0.710 0.517 1.510
H 0.078 -1.072 -2.382
H 1.584 -0.283 1.932
H -2.182 2.237 0.236
```

Values from the calculation:
LUMO energy (eV): 0.66
Calculated total energy (eV): -10970.4498
Kohn-Sham gap (hartree): 0.274
Largest force on an atom (eV Å⁻¹): 5.55
Relative energy (zero: lowest compared OMol25 entry of this formula, charge and spin) (kJ/mol): 465.66
2S+1: 1

No. 10
This record from OMol25 describes C7H11NO in the gas phase. The level of theory is the ωB97M-V functional and the def2-TZVPD basis.

The geometry in XYZ format:
```
20
Properties=species:S:1:pos:R:3
O 0.735 1.366 0.510
N -0.404 -0.441 -1.053
C -2.730 0.063 -0.404
C 0.609 -0.875 -0.380
C 0.620 -1.286 1.040
C 1.975 -0.297 -0.723
C 1.555 1.150 -0.582
C -0.581 1.204 0.498
C -1.260 0.326 -0.260
H -0.429 -1.098 1.454
H 0.980 -2.274 1.007
H 1.025 1.442 -1.422
H 1.303 -0.594 1.483
H 2.655 -0.638 0.016
H -2.970 0.279 -1.432
H -1.086 2.040 1.064
H -3.299 0.658 0.230
H 2.396 1.828 -0.528
H -2.872 -0.939 -0.020
H 2.252 -0.417 -1.750
```

Values from the calculation:
LUMO energy (spin up / spin down) (eV): 0.97 / -1.05
Calculated total energy (eV): -10969.1673
Kohn-Sham gap (spin up / spin down) (hartree): 0.234 / 0.300
Largest force on an atom (eV Å⁻¹): 5.81
Relative energy (zero: lowest compared OMol25 entry of this formula, charge and spin) (kJ/mol): 54.58
2S+1: 3

No. 11
This record from OMol25 describes C7H11NO2 in the gas phase. The level of theory is the ωB97M-V functional and the def2-TZVPD basis.

The geometry in XYZ format:
```
21
Properties=species:S:1:pos:R:3
O 2.110 -1.882 0.115
O 2.694 0.248 -0.165
N 0.679 2.224 -0.094
C 0.362 -0.252 -0.018
C -0.651 -1.100 0.289
C -0.181 1.089 -0.259
C -2.884 -0.803 -0.663
C -1.972 -0.464 0.475
C -1.495 0.983 0.596
C 1.809 -0.720 -0.076
H -0.691 1.111 -1.271
H -3.073 -1.875 -0.848
H -0.423 -2.138 0.295
H -2.465 -0.842 1.371
H 0.823 2.577 0.832
H -3.892 -0.385 -0.568
H -2.485 -0.366 -1.592
H 2.144 1.061 -0.402
H -1.249 1.256 1.601
H 0.366 2.991 -0.640
H -2.170 1.728 0.221
```

Values from the calculation:
LUMO energy (eV): 0.49
SMILES string: C[C@H]1C=C(C(=O)O)[C@H](N)C1
Calculated total energy (eV): -13022.1153
Kohn-Sham gap (hartree): 0.359
Largest force on an atom (eV Å⁻¹): 2.86
Relative energy (zero: lowest compared OMol25 entry of this formula, charge and spin) (kJ/mol): 112.55
2S+1: 1

No. 12
This record from OMol25 describes C7H11NO3 in the gas phase. The level of theory is the ωB97M-V functional and the def2-TZVPD basis.

The geometry in XYZ format:
```
22
Properties=species:S:1:pos:R:3
O -2.497 -0.676 1.097
O 1.712 -2.792 0.162
O -3.063 0.307 -0.747
N -2.242 -0.139 0.009
C 0.076 -1.126 0.368
C 1.398 1.168 -0.114
C -0.599 -0.173 -1.890
C 1.221 -1.794 -0.274
C -0.113 0.874 1.989
C 0.270 0.385 0.506
C -0.864 -0.158 -0.403
H 0.258 0.542 -2.211
H 2.089 0.925 -0.996
H -0.444 -1.046 -2.459
H 0.644 0.302 2.579
H 2.075 1.312 0.652
H -1.453 0.457 -2.381
H -0.325 -1.705 1.180
H -1.052 0.650 2.440
H 1.652 -1.337 -1.164
H 1.096 2.186 -0.242
H 0.161 1.837 1.897
```

Values from the calculation:
LUMO energy (eV): -0.02
SMILES string: CC1(C)[C@H](C=O)[C@@]1(C)[N+](=O)[O-]
Calculated total energy (eV): -15064.7164
Kohn-Sham gap (hartree): 0.367
Largest force on an atom (eV Å⁻¹): 5.65
Relative energy (zero: lowest compared OMol25 entry of this formula, charge and spin) (kJ/mol): 571.82
2S+1: 1

Q: Among the records above, which one has the highest largest force on an atom?
A: number 7

Q: Look up the largest force on an atom of the fifth one.
A: 3.92 eV Å⁻¹